Record 1
# C61H76BrFeN4O2P2Si

C61H76BrFeN4O2P2Si as an isolated structure (ωB97M-V with the def2-TZVPD basis set, OMol25).

```
148
Properties=species:S:1:pos:R:3
Fe -0.475 -0.452 0.585
C 0.151 -2.493 3.987
Si 0.959 -2.238 2.283
C 2.418 -1.153 2.763
C 3.470 -1.793 3.422
C 4.432 -1.062 4.100
C 4.334 0.322 4.133
C 3.314 0.965 3.449
C 2.341 0.247 2.754
P 1.059 1.012 1.660
C 2.055 2.214 0.637
C 2.911 3.321 1.263
C 3.106 4.411 0.195
C 3.286 3.793 -1.205
C 3.911 2.403 -1.094
C 2.990 1.443 -0.309
C -0.208 2.128 2.506
C 0.084 3.436 3.250
C 0.705 3.227 4.628
C -0.211 2.349 5.479
C -0.483 1.028 4.760
C -1.120 1.270 3.390
C 0.740 -3.878 1.438
C 0.495 -5.121 2.017
C 0.190 -6.194 1.194
C 0.091 -6.012 -0.186
C 0.332 -4.767 -0.755
C 0.685 -3.706 0.071
P 1.053 -1.977 -0.329
C 2.739 -2.080 -1.161
C 3.145 -0.713 -1.755
C 4.040 -0.852 -2.995
C 5.014 -2.009 -2.809
C 4.247 -3.339 -2.737
C 2.802 -3.162 -2.241
C -1.116 -1.956 -3.184
C -0.748 -1.717 -4.645
C -0.240 -0.310 -4.974
C -1.369 0.704 -5.163
C -2.011 1.244 -3.870
C -1.759 0.443 -2.594
H 0.926 -2.945 4.614
H -0.704 -3.167 3.961
H -0.145 -1.572 4.485
H 3.534 -2.876 3.410
H 5.240 -1.568 4.610
H 5.058 0.904 4.687
H 3.271 2.042 3.487
H 1.264 2.696 0.046
H 3.882 2.904 1.530
H 2.483 3.761 2.159
H 3.982 5.006 0.456
H 2.243 5.081 0.192
H 3.914 4.439 -1.819
H 2.321 3.712 -1.716
H 4.876 2.494 -0.593
H 4.109 1.998 -2.088
H 3.604 0.752 0.278
H 2.394 0.848 -0.995
H -0.768 2.400 1.602
H -0.892 3.914 3.397
H 0.669 4.124 2.643
H 0.856 4.195 5.107
H 1.679 2.744 4.540
H -1.155 2.872 5.661
H 0.250 2.152 6.448
H -1.138 0.401 5.371
H 0.472 0.513 4.625
H -2.076 1.786 3.530
H -1.327 0.327 2.875
H 0.542 -5.256 3.090
H 0.008 -7.170 1.625
H -0.178 -6.846 -0.820
H 0.222 -4.628 -1.822
H 3.441 -2.357 -0.366
H 3.685 -0.150 -0.994
H 2.251 -0.144 -2.023
H 4.587 0.080 -3.155
H 3.433 -1.030 -3.887
H 5.582 -1.848 -1.889
H 5.731 -2.037 -3.630
H 4.774 -4.029 -2.076
H 4.212 -3.804 -3.723
H 2.455 -4.116 -1.854
H 2.149 -2.880 -3.073
H -1.450 -2.990 -3.062
H -1.596 -1.944 -5.296
H 0.033 -2.440 -4.897
H 0.314 -0.366 -5.912
H 0.466 0.023 -4.203
H -2.135 0.236 -5.787
H -0.990 1.551 -5.736
H -3.086 1.357 -4.020
H -1.620 2.246 -3.675
H -2.281 0.946 -1.775
H -0.703 0.432 -2.351
O -6.951 -3.086 2.579
C -5.859 -3.399 3.415
C -4.603 -2.860 2.798
C -3.488 -2.548 3.562
C -2.370 -2.052 2.924
N -2.298 -1.783 1.619
C -3.386 -2.051 0.878
C -4.520 -2.636 1.432
C -3.379 -1.655 -0.557
C -4.623 -1.560 -1.226
C -4.665 -1.377 -2.619
C -5.991 -1.507 -3.333
O -6.357 -2.866 -3.482
C -3.493 -1.210 -3.276
C -2.201 -1.047 -2.551
N -2.232 -1.380 -1.113
H -7.765 -3.394 2.987
H -5.751 -4.485 3.535
H -5.981 -2.967 4.414
H -3.486 -2.678 4.637
H -1.491 -1.825 3.506
H -5.365 -2.912 0.823
H -5.553 -1.654 -0.690
H -5.954 -0.985 -4.294
H -6.778 -1.058 -2.726
H -5.796 -3.284 -4.143
H -3.466 -1.153 -4.358
H -0.223 -1.826 -2.570
N 0.609 1.298 -0.626
C 0.958 2.107 -1.364
C 1.375 3.107 -2.279
C 2.522 2.926 -3.056
C 2.888 3.903 -3.963
C 2.122 5.055 -4.095
C 0.988 5.240 -3.314
C 0.607 4.270 -2.407
H 3.111 2.024 -2.948
H 3.774 3.771 -4.568
H 2.412 5.814 -4.809
H 0.402 6.143 -3.412
H -0.281 4.398 -1.801
Br -4.738 4.958 2.508
C -3.674 3.519 1.920
C -4.060 2.209 2.154
C -3.238 1.192 1.703
N -2.086 1.398 1.058
C -1.738 2.670 0.836
C -2.487 3.757 1.242
H -4.981 1.982 2.671
H -3.525 0.164 1.869
H -0.809 2.822 0.309
H -2.153 4.766 1.049
```

Its spin multiplicity is 6. The largest force on an atom is 7.63 eV/Å. The LUMO energy (spin up / spin down) comes out at -0.200 / -0.211 Eh. The total charge is +2. The value obtained for the HOMO energy (spin up / spin down) is -12.04 / -12.29 eV. The HOMO-LUMO gap (spin up / spin down) comes out at 0.2428 / 0.2410 Eh. The value obtained for the energy is -205404.43365 eV.

Record 2
# C61H76FeNO3P5SSi

C61H76FeNO3P5SSi as an isolated structure (ωB97M-V with the def2-TZVPD basis set, OMol25).

```
149
Properties=species:S:1:pos:R:3
Fe -1.086 0.382 0.222
C 5.314 -1.803 2.963
C 3.819 -1.543 3.102
C 3.132 -2.870 3.420
P 2.873 -0.773 1.655
C 3.340 1.061 1.738
C 2.755 1.709 0.485
C 4.776 1.521 1.970
C 3.736 -1.448 0.185
C 5.087 -1.270 -0.089
C 5.664 -1.852 -1.203
C 4.896 -2.634 -2.046
C 3.543 -2.792 -1.796
C 2.943 -2.196 -0.695
Si 1.047 -2.154 -0.451
C 0.147 -2.956 -1.946
C 0.608 -4.187 -2.410
C 0.146 -4.760 -3.580
C -0.778 -4.080 -4.351
C -1.282 -2.877 -3.895
C -0.857 -2.319 -2.690
P -1.808 -0.887 -2.053
C -3.365 -1.859 -1.537
C -4.422 -0.855 -1.080
C -3.957 -2.974 -2.392
C -2.321 0.185 -3.539
C -3.462 -0.226 -4.475
C -1.098 0.580 -4.373
C 0.558 -3.164 1.084
C 1.138 -4.428 1.094
C 0.907 -5.343 2.103
C 0.088 -4.988 3.161
C -0.481 -3.730 3.187
C -0.273 -2.816 2.151
P -0.992 -1.133 2.285
C -0.473 -0.738 4.070
C 0.137 0.661 4.082
C -1.529 -0.846 5.164
C -2.860 -1.447 2.204
C -3.516 -2.573 2.993
C -3.594 -0.118 2.400
H 5.682 -2.194 3.913
H 5.878 -0.906 2.733
H 5.506 -2.548 2.193
H 3.650 -0.850 3.938
H 3.150 -3.520 2.547
H 2.093 -2.724 3.704
H 3.646 -3.376 4.235
H 2.767 1.406 2.611
H 3.124 1.206 -0.408
H 3.030 2.760 0.421
H 1.667 1.632 0.497
H 5.419 1.314 1.121
H 5.201 1.077 2.866
H 4.766 2.603 2.109
H 5.701 -0.659 0.551
H 6.711 -1.691 -1.412
H 5.345 -3.110 -2.904
H 2.955 -3.372 -2.492
H 1.342 -4.725 -1.830
H 0.514 -5.727 -3.890
H -1.127 -4.490 -5.287
H -2.032 -2.372 -4.479
H -2.958 -2.363 -0.644
H -4.967 -0.449 -1.929
H -3.944 -0.021 -0.557
H -5.144 -1.328 -0.415
H -4.426 -2.617 -3.302
H -4.718 -3.486 -1.804
H -3.196 -3.702 -2.658
H -2.673 1.086 -3.018
H -3.136 -0.916 -5.250
H -3.817 0.680 -4.971
H -4.300 -0.661 -3.943
H -0.522 -0.290 -4.680
H -0.440 1.242 -3.816
H -1.417 1.104 -5.275
H 1.801 -4.701 0.288
H 1.368 -6.318 2.070
H -0.104 -5.684 3.964
H -1.088 -3.458 4.037
H 0.331 -1.453 4.284
H -0.595 1.406 3.782
H 0.974 0.700 3.389
H 0.493 0.908 5.081
H -2.339 -0.142 5.000
H -1.072 -0.600 6.123
H -1.941 -1.848 5.244
H -2.955 -1.714 1.141
H -3.513 -2.393 4.063
H -3.027 -3.521 2.788
H -4.559 -2.661 2.685
H -3.565 0.199 3.439
H -4.644 -0.215 2.123
H -3.131 0.662 1.780
O -0.986 2.377 1.441
P -1.203 3.845 1.498
C -2.327 4.411 0.143
P -1.789 3.610 -1.430
O -1.642 2.145 -1.216
C -3.031 3.982 -2.710
C -2.608 3.936 -4.034
C -3.524 4.085 -5.059
C -4.866 4.278 -4.772
C -5.289 4.327 -3.454
C -4.375 4.175 -2.425
C -0.249 4.428 -1.912
C -0.256 5.735 -2.390
C 0.932 6.337 -2.757
C 2.126 5.636 -2.646
C 2.128 4.337 -2.167
C 0.942 3.727 -1.802
C -2.050 4.342 3.028
C -2.669 3.369 3.800
C -3.278 3.711 4.996
C -3.266 5.031 5.418
C -2.646 6.003 4.649
C -2.038 5.664 3.454
C 0.327 4.820 1.525
C 1.281 4.316 2.403
C 2.424 5.038 2.682
C 2.617 6.275 2.086
C 1.675 6.774 1.201
C 0.525 6.056 0.924
H -2.378 5.495 0.079
H -3.312 4.003 0.393
H -1.560 3.788 -4.255
H -3.191 4.047 -6.084
H -5.585 4.368 -5.572
H -6.333 4.477 -3.229
H -4.719 4.211 -1.402
H -1.191 6.271 -2.482
H 0.922 7.346 -3.140
H 3.053 6.107 -2.935
H 3.052 3.786 -2.094
H 0.931 2.707 -1.438
H -2.651 2.344 3.459
H -3.750 2.952 5.604
H -3.725 5.304 6.357
H -2.617 7.026 4.989
H -1.545 6.423 2.865
H 1.101 3.354 2.862
H 3.147 4.647 3.381
H 3.502 6.852 2.305
H 1.824 7.737 0.737
H -0.200 6.461 0.235
O 1.860 -0.447 -2.706
S 0.827 0.232 -1.906
N 0.658 -0.482 -0.435
```

Its spin multiplicity is 2. The largest force on an atom is 4.52 eV/Å. The LUMO energy (spin up / spin down) comes out at -0.124 / -0.119 Eh. The total charge is +1. The value obtained for the HOMO energy (spin up / spin down) is -8.91 / -9.08 eV. The HOMO-LUMO gap (spin up / spin down) comes out at 0.2037 / 0.2145 Eh. The value obtained for the energy is -171664.56269 eV.

Record 3
# C61H76IrN5P3Si

C61H76IrN5P3Si as an isolated structure (ωB97M-V with the def2-TZVPD basis set, OMol25).

```
147
Properties=species:S:1:pos:R:3
Ir -0.989 0.315 -0.184
C 5.161 1.891 0.753
C 4.695 0.445 0.953
C 3.928 0.354 2.267
P 3.631 -0.037 -0.505
C 4.899 -0.608 -1.809
C 5.405 0.539 -2.681
C 6.100 -1.427 -1.340
C 2.981 -1.722 -0.149
C 3.724 -2.646 0.583
C 3.393 -3.994 0.595
C 2.335 -4.437 -0.176
C 1.547 -3.515 -0.852
C 1.799 -2.139 -0.810
Si 0.443 -0.971 -1.548
C 1.414 -0.016 -2.860
C 2.238 -0.790 -3.684
C 3.076 -0.218 -4.628
C 3.159 1.162 -4.713
C 2.391 1.946 -3.867
C 1.489 1.381 -2.961
P 0.443 2.493 -1.928
C 1.547 3.911 -1.389
C 2.954 3.484 -0.993
C 0.911 4.648 -0.204
C -0.544 3.375 -3.277
C 0.208 3.792 -4.541
C -1.279 4.609 -2.753
C -0.855 -2.165 -2.314
C -0.583 -2.888 -3.480
C -1.514 -3.744 -4.047
C -2.757 -3.906 -3.454
C -3.044 -3.222 -2.285
C -2.110 -2.352 -1.724
P -2.433 -1.609 -0.095
C -4.242 -1.262 0.200
C -4.333 -0.239 1.342
C -5.093 -0.810 -0.981
C -2.410 -3.162 0.947
C -1.192 -4.040 0.700
C -2.637 -2.845 2.434
H 5.876 2.164 1.533
H 4.311 2.574 0.821
H 5.641 2.052 -0.210
H 5.570 -0.207 1.000
H 2.993 0.918 2.199
H 4.524 0.785 3.076
H 3.698 -0.677 2.528
H 4.277 -1.245 -2.448
H 6.012 1.246 -2.114
H 4.578 1.072 -3.136
H 6.032 0.141 -3.483
H 6.797 -0.821 -0.758
H 6.641 -1.782 -2.220
H 5.824 -2.302 -0.763
H 4.590 -2.318 1.142
H 3.988 -4.694 1.168
H 2.102 -5.493 -0.234
H 0.699 -3.880 -1.411
H 2.250 -1.867 -3.569
H 3.685 -0.846 -5.265
H 3.834 1.630 -5.418
H 2.511 3.019 -3.909
H 1.602 4.598 -2.237
H 3.402 4.246 -0.351
H 3.601 3.360 -1.856
H 2.934 2.544 -0.443
H 1.018 4.051 0.707
H -0.143 4.869 -0.343
H 1.436 5.592 -0.045
H -1.280 2.636 -3.580
H 1.017 4.498 -4.338
H -0.503 4.300 -5.197
H 0.608 2.944 -5.092
H -0.584 5.429 -2.564
H -1.838 4.419 -1.846
H -1.984 4.950 -3.514
H 0.378 -2.784 -3.966
H -1.270 -4.284 -4.953
H -3.492 -4.570 -3.889
H -4.001 -3.382 -1.801
H -4.636 -2.213 0.566
H -3.977 0.726 1.011
H -3.747 -0.528 2.216
H -5.373 -0.125 1.655
H -5.008 -1.457 -1.852
H -4.817 0.194 -1.283
H -6.140 -0.795 -0.668
H -3.281 -3.708 0.577
H -0.272 -3.483 0.729
H -1.253 -4.520 -0.276
H -1.139 -4.825 1.459
H -1.989 -2.050 2.797
H -2.452 -3.736 3.036
H -3.663 -2.534 2.627
C 0.881 -1.910 2.532
C 0.291 -0.611 2.917
N -0.339 0.266 2.144
C -0.682 1.321 2.973
C -0.268 1.075 4.234
N 0.355 -0.148 4.189
C 0.863 -0.842 5.346
N -0.211 -1.114 6.274
N -1.431 -1.487 5.812
N -2.227 -1.635 6.796
C -1.543 -1.361 7.962
C -1.965 -1.381 9.294
C -1.033 -1.060 10.252
C 0.293 -0.726 9.909
C 0.725 -0.702 8.602
C -0.230 -1.022 7.633
H 1.027 -1.927 1.461
H 0.234 -2.734 2.824
H 1.848 -2.067 3.003
H -1.236 2.166 2.620
H -0.361 1.643 5.143
H 1.605 -0.228 5.855
H 1.332 -1.770 5.027
H -2.984 -1.639 9.548
H -1.316 -1.067 11.296
H 0.991 -0.482 10.699
H 1.749 -0.458 8.353
C -2.961 -1.349 -5.865
C -4.175 -0.883 -5.372
C -4.200 -0.081 -4.244
C -3.027 0.229 -3.550
C -1.823 -0.265 -4.044
C -1.787 -1.024 -5.204
C -3.126 1.166 -2.417
C -2.455 1.300 -1.272
C -2.896 2.386 -0.338
C -4.257 2.709 -0.207
C -4.678 3.740 0.609
C -3.757 4.476 1.347
C -2.415 4.156 1.262
C -1.991 3.123 0.432
H -2.934 -1.952 -6.763
H -5.096 -1.125 -5.885
H -5.146 0.315 -3.891
H -0.902 -0.016 -3.534
H -0.833 -1.353 -5.600
H -3.913 1.902 -2.591
H -4.996 2.132 -0.748
H -5.732 3.977 0.670
H -4.089 5.293 1.974
H -1.689 4.722 1.833
H -0.932 2.913 0.348
```

The largest force on an atom is 1.24 eV/Å. The LUMO energy comes out at -0.100 Eh. The total charge is +1. The value obtained for the HOMO energy is -9.86 eV. The HOMO-LUMO gap comes out at 0.2621 Eh. The value obtained for the energy is -110519.49970 eV.